DFT (ωB97M-V/def2-TZVPD) results for 13 unconnected molecules or ions with the total composition C13H52N10O13.

```
88
Properties=species:S:1:pos:R:3:mulliken_charge:R:1
C -3.8808 -0.7098 1.3616 0.6825
O -5.1148 -0.7948 2.0866 -0.8311
N -3.7908 -1.0208 0.1076 -0.0984
N -2.8018 -0.3208 1.8986 -0.0698
H -4.6298 -1.5278 -0.3584 0.2500
H -2.8768 -1.0968 -0.3344 0.0152
H -2.8208 0.0802 2.8216 -0.0679
H -1.9078 -0.1268 1.3076 0.3267
C 3.2862 2.4782 -1.3494 0.3976
O 4.5102 2.7992 -0.7014 -0.8184
N 2.6252 1.3752 -1.0634 0.4112
N 2.7562 3.3032 -2.2304 -0.2161
H 2.9452 0.9292 -0.2274 -0.0067
H 1.6172 1.4452 -1.1974 0.0305
H 3.2892 4.1782 -2.4314 0.2557
H 1.9602 3.0752 -2.8224 0.2157
C 0.9302 3.4872 2.0226 0.0635
O 0.4422 2.7982 0.9316 -0.1455
N 0.2692 4.4792 2.5096 -0.3402
N 1.9942 3.1522 2.7876 -0.2972
H -0.6568 4.6872 2.1666 0.2643
H 0.5482 4.8312 3.4686 0.1743
H 2.3002 3.8662 3.4916 0.1850
H 2.3702 2.2722 2.8076 0.2909
C -0.5638 -0.0178 -0.5064 -1.0501
O -0.0018 0.8122 -1.4494 -0.1947
N -0.8418 -1.3118 -0.6574 1.2796
N -0.5828 0.3382 0.7906 1.4304
H -0.6598 -1.6718 -1.6364 -0.3338
H -1.1998 -1.9318 0.0826 -0.0842
H -0.3808 1.3102 0.7786 -0.6072
H -0.1258 -0.1848 1.5326 0.1658
C 2.2892 -0.1518 2.5476 0.1283
O 1.0362 -0.7218 2.8056 -0.7558
N 2.8192 0.6622 3.4356 -0.5438
N 3.0372 -0.2178 1.4756 -0.3127
H 2.2242 0.7792 4.3426 0.3595
H 3.8112 0.8772 3.5196 0.2400
H 2.6612 -1.0578 0.9846 0.3565
H 4.0412 -0.0308 1.3146 0.3120
C -2.1868 3.7072 -0.7934 0.3993
O -3.6288 3.7872 -0.9894 -0.5596
H -1.7338 2.7302 -0.9374 -0.6867
H -2.0038 3.8872 0.2206 0.1401
H -1.6618 4.3992 -1.4494 0.4131
H -3.9008 4.5492 -1.5034 0.2944
C 0.1882 -3.1428 -3.4994 -0.4124
O -0.3598 -1.8708 -3.5624 -0.6128
H 0.8822 -3.2948 -4.3264 0.3819
H -0.3728 -4.0138 -3.2954 0.3029
H 0.7842 -3.1438 -2.5764 -0.0851
H 0.2752 -1.1688 -3.6124 0.2670
C -1.4638 2.0222 3.6666 -0.3800
O -2.4298 1.2532 4.2966 -0.6076
H -0.5258 1.4782 3.6816 0.2389
H -1.3168 3.0212 4.1376 0.2643
H -1.8078 2.2652 2.6896 0.0768
H -2.2248 1.1702 5.2806 0.3211
C 0.0992 2.2342 -4.4054 -0.7154
O -0.0778 3.0792 -3.2584 -0.6607
H -0.2578 2.9502 -5.2434 0.2357
H -0.4978 1.3822 -4.2364 0.2664
H 1.1532 1.9552 -4.6024 0.2767
H -0.6108 2.6132 -2.5924 0.2351
C 3.3262 -1.4978 -3.0384 -0.6294
O 2.2982 -0.5008 -3.1754 -0.4416
H 4.2822 -1.0398 -3.3414 0.2644
H 3.2182 -2.4168 -3.5514 0.2911
H 3.3032 -1.5558 -1.9474 0.1337
H 2.3532 0.0232 -2.3544 0.5258
C -1.0918 -3.5388 2.6586 -0.9344
O -1.7678 -2.9288 1.5396 -0.3791
H -0.2268 -2.9468 2.9996 0.1665
H -0.7428 -4.3518 2.1986 0.3447
H -1.8928 -3.7878 3.3606 0.3355
H -2.2688 -2.1578 1.8476 0.1768
C 1.8482 -3.8308 0.2166 -0.8183
O 2.0622 -2.4068 0.2816 -0.5893
H 0.9962 -4.0948 -0.4484 0.1626
H 1.6752 -4.1598 1.2286 0.3095
H 2.6422 -4.4908 0.0156 0.3995
H 1.1672 -2.0308 0.2416 0.2197
C -2.8878 -4.3438 -1.0924 -0.4872
O -3.1578 -3.4658 -2.1544 -0.4938
H -3.3938 -4.0018 -0.2574 0.2430
H -1.7758 -4.3818 -0.8664 -0.0335
H -3.2268 -5.3318 -1.2194 0.5089
H -3.9898 -3.7308 -2.6424 0.2698
```

* relative energy (zero: lowest compared OMol25 entry of this formula, charge and spin): 731.5 kJ/mol
* F_max: 10.5 eV Å⁻¹
* HOMO energy: -0.2915 Eh
* orbital gap: 7.726 eV
* calculated total energy: -2051.99679 a.u.

DFT (ωB97M-V/def2-TZVPD) results for 11 unconnected molecules or ions with the total composition C13H52N4O10P.

```
80
Properties=species:S:1:pos:R:3:mulliken_charge:R:1
C -0.9730 0.8786 3.9373 -0.9577
C -0.9931 2.2195 3.1936 -0.6384
N 0.3313 2.8954 3.1644 -0.0410
C 1.2934 2.3923 2.3525 -0.0716
N 2.6215 2.6781 2.6160 -0.2991
N 1.0236 1.7003 1.2689 0.3046
P 2.2893 1.0133 0.2467 0.4979
N 3.2959 0.1362 1.0575 -0.7068
H 0.0229 0.4393 3.9980 0.2347
H -1.3687 1.0063 4.9454 0.3702
H -1.6489 0.1852 3.4355 0.2766
H -1.3802 2.1445 2.1784 0.5028
H -1.6693 2.9045 3.7073 0.3991
H 0.7248 2.9090 4.1025 0.1829
H 3.1633 1.8875 2.9876 0.2939
H 2.6873 3.5055 3.1996 0.3149
H 0.0553 1.5407 0.9958 0.0653
H 1.5876 0.2730 -0.7114 0.0330
H 2.9402 2.0705 -0.3797 0.0699
H 3.2476 -0.8347 0.7471 0.1705
C 4.1754 -0.4821 4.7846 -0.6576
O 4.1068 0.4773 3.7303 -0.5531
H 4.4268 0.0504 5.6981 0.2996
H 3.2186 -0.9928 4.9225 0.2569
H 4.9522 -1.2206 4.5819 0.2580
H 3.9090 0.0214 2.8951 0.3833
C -0.2877 5.2251 5.8801 -0.5320
O -0.0431 5.7390 4.5759 -0.5054
H 0.0604 5.9671 6.5925 0.2831
H -1.3534 5.0502 6.0484 0.2526
H 0.2617 4.2921 6.0585 0.2089
H -0.3544 5.0934 3.9369 0.3073
C 3.2794 -3.5923 2.1349 -0.4519
O 3.4746 -3.0686 0.8278 -0.4543
H 3.6945 -2.8772 2.8433 0.0153
H 2.2170 -3.7321 2.3563 0.2689
H 3.7958 -4.5462 2.2587 0.3210
H 3.1125 -3.7041 0.1930 0.3878
C -1.5862 -0.6316 -0.7794 -0.3759
O -1.7497 0.2761 0.3262 -0.4716
H -0.5184 -0.8043 -0.9091 0.0266
H -2.0853 -1.5759 -0.5712 0.2731
H -1.9981 -0.1978 -1.6856 0.2529
H -2.6944 0.4230 0.4275 0.2842
C -3.7472 -2.2214 -3.6062 -0.4853
O -3.9349 -1.3220 -2.5165 -0.4064
H -2.6770 -2.3820 -3.7271 0.2660
H -4.2292 -3.1813 -3.4069 0.3102
H -4.1491 -1.8029 -4.5312 0.1270
H -4.8849 -1.1892 -2.4176 0.1831
C 1.8197 5.6095 -0.3381 -0.6590
O 2.2894 4.2581 -0.3061 -0.4673
H 1.7913 5.9169 -1.3793 0.2362
H 0.8137 5.6886 0.0813 0.2652
H 2.4932 6.2722 0.2081 0.2957
H 2.3294 3.9976 0.6176 0.3405
C 3.1382 -1.3600 -3.4862 -0.7522
O 2.6225 -1.2214 -2.1598 -0.3451
H 2.3065 -1.2267 -4.1737 0.2866
H 3.8957 -0.6027 -3.6958 0.2903
H 3.5697 -2.3513 -3.6360 0.2891
H 3.3635 -1.3490 -1.5563 0.2309
C -7.9284 -1.6863 -2.8720 -0.5110
O -7.1688 -1.4496 -1.6850 -0.4900
H -7.3403 -1.3282 -3.7137 0.1985
H -8.1274 -2.7513 -3.0078 0.2753
H -8.8752 -1.1436 -2.8485 0.2776
H -7.6848 -1.7646 -0.9392 0.2824
C -3.0075 -1.5859 -7.4156 -0.4237
O -4.3313 -2.0819 -7.5688 -0.4951
H -2.9212 -1.2200 -6.3955 0.0950
H -2.2701 -2.3774 -7.5742 0.2556
H -2.8091 -0.7592 -8.1020 0.2772
H -4.4292 -2.4078 -8.4667 0.2909
C 1.8728 -4.7914 -2.5942 -0.5629
O 2.1435 -4.5720 -1.2091 -0.5468
H 2.7297 -5.3120 -3.0129 0.2466
H 0.9841 -5.4114 -2.7226 0.3016
H 1.7360 -3.8439 -3.1186 0.1728
H 1.3786 -4.1173 -0.8426 0.2714
```

* net charge: +1
* F_max: 1.7 eV Å⁻¹
* HOMO energy: -0.4416 Eh
* orbital gap: 9.376 eV
* calculated total energy: -1838.89278 a.u.

DFT (ωB97M-V/def2-TZVPD) results for 13 unconnected molecules or ions with the total composition C13H52O13.

```
78
Properties=species:S:1:pos:R:3:mulliken_charge:R:1
C -2.1354 -5.4495 1.7187 -0.4783
O -3.4700 -5.5988 2.2875 -0.4975
H -1.5472 -4.8540 2.4169 0.2186
H -1.6849 -6.4397 1.6505 0.2346
H -2.1065 -5.0636 0.6997 0.2223
H -3.3346 -5.5423 3.2363 0.3003
C -0.0016 1.8111 8.1408 -0.5148
O 0.0188 3.1561 7.7159 -0.4954
H -0.9233 1.5973 8.6819 0.2213
H -0.0186 1.1205 7.2977 0.2406
H 0.7882 1.5400 8.8414 0.2490
H 0.8735 3.3371 7.3178 0.2990
C -4.9488 -0.5864 -3.2412 -0.5337
O -5.5002 -0.5081 -4.5512 -0.4969
H -4.0432 -1.1929 -3.2522 0.2298
H -4.7200 0.3900 -2.8142 0.2324
H -5.4870 -1.1778 -2.5005 0.2514
H -4.7934 -0.6129 -5.1924 0.3168
C 8.7722 0.0333 -0.1879 -0.4400
O 9.1683 -1.0677 0.6506 -0.5075
H 7.6999 -0.0570 -0.3613 0.2342
H 9.1051 0.9829 0.2311 0.2032
H 9.3528 -0.0052 -1.1096 0.1994
H 8.3938 -1.3940 1.1147 0.3101
C -8.1599 -1.8997 4.0139 -0.4801
O -9.1676 -0.8603 4.0490 -0.5147
H -7.1498 -1.4970 4.0882 0.1995
H -8.1802 -2.5759 4.8685 0.2405
H -8.2859 -2.3732 3.0402 0.2580
H -10.0569 -1.2149 3.9782 0.2971
C -5.1491 3.8328 4.1291 -0.4991
O -5.8337 3.2063 3.1102 -0.4916
H -4.1381 4.0476 3.7831 0.2104
H -5.6385 4.7108 4.5505 0.2386
H -4.9858 3.1513 4.9640 0.2374
H -6.5665 2.6913 3.4557 0.3042
C -0.1264 0.6384 1.0282 -0.5211
O 0.4378 0.0231 -0.0650 -0.4862
H -0.6434 1.5653 0.7800 0.2533
H -0.9124 -0.0245 1.3901 0.2115
H 0.5230 0.6675 1.9032 0.2394
H 1.1348 0.5642 -0.4431 0.3021
C -4.1265 6.5144 -3.2964 -0.4587
O -4.0853 7.3130 -4.5040 -0.5135
H -4.9229 6.8980 -2.6586 0.2314
H -4.4285 5.4892 -3.5103 0.2302
H -3.1754 6.4744 -2.7653 0.2176
H -4.9548 7.4409 -4.8902 0.2930
C 3.7104 5.0854 -1.9130 -0.4771
O 3.9031 3.7010 -2.3114 -0.5022
H 3.4341 5.6734 -2.7883 0.2576
H 2.8630 5.0787 -1.2275 0.1922
H 4.5526 5.4701 -1.3378 0.2275
H 4.3555 3.7417 -3.1571 0.3017
C 4.4486 -2.2190 4.2726 -0.4785
O 5.7399 -2.7819 4.3537 -0.5023
H 3.5995 -2.8024 4.6286 0.2374
H 4.4814 -1.3246 4.8947 0.2492
H 4.2615 -1.9506 3.2328 0.1853
H 6.0714 -2.6028 5.2367 0.3090
C 4.7176 -5.7659 -0.6189 -0.4922
O 5.2957 -6.8108 -1.3526 -0.4989
H 4.3679 -6.1299 0.3472 0.2262
H 5.4573 -4.9747 -0.4967 0.2035
H 3.9581 -5.1269 -1.0692 0.2613
H 5.9490 -6.4689 -1.9673 0.3009
C -0.3456 1.7730 -6.5101 -0.4813
O -1.1523 0.8405 -7.1575 -0.4952
H -0.2085 1.4841 -5.4680 0.2228
H 0.6477 1.8043 -6.9580 0.2359
H -0.8305 2.7465 -6.5809 0.2149
H -0.5889 0.0750 -7.2928 0.3033
C 3.5368 -2.9301 -6.0488 -0.4200
O 2.5834 -2.8345 -7.1100 -0.5049
H 3.9392 -3.9380 -5.9471 0.2239
H 4.3533 -2.2880 -6.3792 0.2287
H 3.0380 -2.6129 -5.1330 0.1830
H 2.9949 -3.1134 -7.9312 0.2901
```

* relative energy (zero: lowest compared OMol25 entry of this formula, charge and spin): 444.6 kJ/mol
* F_max: 1.8 eV Å⁻¹
* HOMO energy: -0.3766 Eh
* orbital gap: 10.267 eV
* calculated total energy: -1504.27519 a.u.